{
  "formula": "C80H48O24",
  "method": "ωB97M-V with the def2-TZVPD basis set",
  "species": ["H", "C", "H", "C", "C", "C", "H", "C", "C", "C", "H", "O", "C", "H", "C", "C", "C", "C", "O", "H", "C", "C", "C", "C", "C", "C", "C", "H", "C", "C", "C", "C", "C", "H", "C", "C", "C", "C", "H", "H", "C", "C", "O", "C", "C", "C", "C", "C", "H", "C", "H", "C", "H", "C", "O", "C", "C", "C", "C", "C", "H", "H", "C", "H", "H", "C", "H", "C", "H", "O", "H", "H", "C", "H", "O", "H", "H", "O", "C", "H", "C", "C", "C", "O", "H", "H", "O", "H", "O", "C", "O", "H", "H", "H", "H", "C", "O", "O", "C", "C", "H", "H", "C", "C", "H", "C", "C", "C", "O", "H", "C", "C", "C", "H", "C", "H", "H", "O", "C", "O", "H", "H", "H", "C", "C", "O", "C", "O", "C", "H", "C", "C", "O", "O", "C", "C", "O", "H", "H", "C", "H", "O", "C", "C", "C", "C", "C", "H", "O", "H", "O", "C"],
  "positions_angstrom": [[5.014, 2.642, -5.993], [-0.003, 3.685, 0.783], [8.076, -2.613, -3.940], [7.777, -7.912, -0.697], [6.504, -7.915, -0.096], [0.834, 2.668, 0.377], [0.712, -4.136, 3.397], [0.662, -3.454, -1.335], [3.663, 5.386, 0.872], [-2.801, 0.575, -2.822], [-2.426, 1.812, -1.145], [1.402, -2.537, -1.285], [-1.782, 2.010, 8.354], [4.742, -6.896, 0.398], [2.869, 5.391, -3.653], [-1.183, 3.484, 1.515], [0.604, -2.430, -4.469], [8.157, -6.763, -1.306], [3.927, 7.626, 4.321], [0.681, -6.887, -2.163], [-6.296, 2.511, 0.122], [3.967, 5.035, -4.500], [-2.828, 2.654, 9.001], [-7.381, 1.011, -1.546], [-0.726, -3.396, -0.932], [-1.716, -0.364, -2.405], [1.275, -0.986, 1.219], [9.023, -6.818, -1.952], [4.212, 7.600, 2.009], [7.171, -2.417, -3.315], [-1.472, -2.408, -5.520], [-3.073, 1.687, -1.992], [2.250, -1.930, 1.346], [-6.542, -1.570, 2.525], [4.871, -2.224, -1.757], [3.280, 5.523, 3.310], [3.355, 2.639, -4.384], [-4.164, 2.500, -2.263], [-1.250, -2.621, 2.866], [-2.171, -2.627, -6.291], [-0.978, -5.847, -1.370], [5.298, -4.403, -0.698], [-4.314, -0.644, -0.309], [0.030, -1.282, 1.676], [-0.682, 1.121, 1.384], [7.395, -5.604, -1.289], [-4.959, 2.277, -3.441], [-7.503, -0.629, 4.197], [-1.230, -2.439, -0.760], [-1.107, -0.327, 1.500], [6.614, -0.505, -4.131], [-3.386, -0.989, -4.693], [-6.366, 3.573, 0.433], [-5.814, 1.115, 7.158], [-2.258, -0.586, 1.530], [-4.874, -0.029, 5.071], [-3.520, 0.209, 5.521], [-5.188, 1.579, 0.220], [6.854, -3.412, -2.392], [3.829, 6.985, 3.261], [-6.300, -0.830, -2.035], [4.582, 5.912, -4.767], [1.973, 4.253, -3.236], [4.374, 8.669, 1.848], [-5.418, 0.866, -4.943], [-7.279, 0.163, 5.327], [-2.300, 1.998, 2.513], [-0.230, -2.410, 2.446], [-2.630, 3.263, 9.922], [3.629, 1.488, -4.680], [1.737, 2.892, -0.216], [4.463, -0.481, -2.795], [0.498, 1.401, 0.696], [-4.977, 2.746, 9.257], [2.868, 5.153, 4.541], [3.215, 5.837, 5.174], [-3.260, -5.241, -0.880], [-6.715, 1.197, 7.992], [4.216, 3.776, -4.887], [4.012, -2.098, -1.147], [0.851, -3.232, 2.796], [-2.046, -1.619, -4.523], [-6.310, 0.056, -1.433], [-8.360, 0.870, -2.279], [2.755, -3.980, -2.015], [8.301, -8.813, -0.745], [0.866, 4.659, -2.565], [3.886, 6.938, -1.074], [2.413, -4.857, -2.331], [2.098, -3.091, 2.080], [-8.480, 3.038, -0.840], [-5.727, 2.972, -3.762], [1.038, 5.570, -2.273], [-0.770, 2.150, 8.631], [-4.216, -0.943, 3.340], [5.685, -3.332, -1.649], [4.222, -4.404, -0.145], [-1.272, -0.367, -1.304], [-4.138, 2.403, 8.658], [-5.278, 0.263, -0.567], [-9.020, 2.683, -1.578], [3.106, -1.799, 0.697], [0.126, -1.562, -3.503], [6.228, -5.576, -0.556], [6.152, -8.879, 0.322], [-1.491, 2.153, 1.829], [-7.380, 2.211, -0.660], [6.320, -1.335, -3.488], [2.413, 0.501, -0.315], [2.854, -3.818, 2.249], [5.720, -6.780, -0.117], [-1.540, -4.459, -1.018], [-5.993, 0.426, 5.829], [3.023, 3.824, 2.098], [4.099, 6.907, 0.862], [1.595, 2.153, -3.143], [1.629, -2.675, -4.355], [-1.713, -6.821, -1.421], [-5.108, -0.675, 3.858], [-2.520, -0.023, 4.911], [0.437, 4.722, 0.492], [0.188, -3.403, -6.429], [-4.349, 3.274, -1.506], [1.169, -4.829, -1.857], [-2.075, 1.210, 7.312], [-2.825, -4.414, -0.817], [2.172, 2.944, -3.567], [-4.171, -1.437, -5.505], [5.222, -1.243, -2.625], [-1.752, 4.286, 1.936], [1.489, 0.293, 0.421], [0.349, -5.923, -1.806], [2.662, 6.534, -3.271], [8.924, -4.563, -2.728], [7.853, -4.484, -2.158], [-3.357, 0.983, 6.840], [-4.233, 1.688, 0.980], [-3.579, -0.364, 0.355], [-8.532, -0.838, 3.902], [-4.460, 1.569, 7.545], [0.786, -1.106, -2.707], [4.118, 7.551, -0.320], [-6.388, -1.069, 3.455], [-4.744, 1.087, -4.132], [-1.193, -1.173, -3.501], [3.331, 4.799, 2.210], [-0.149, -2.771, -5.564], [-8.115, 0.458, 5.945], [3.526, 4.700, -0.121], [-1.277, 0.673, 6.751], [5.115, 3.610, -5.827], [-3.674, 0.246, -3.861]],
  "forces_ev_per_a": [[0.79, 0.31, -0.44], [0.66, 2.93, -0.60], [-0.78, 0.54, 0.67], [-2.50, 0.66, 0.97], [0.64, -1.15, -0.20], [0.53, 1.16, -0.79], [-0.06, 0.49, -0.02], [-1.91, -3.17, 0.24], [0.09, 0.53, 1.28], [-0.89, 0.39, 0.90], [0.05, 0.28, 0.44], [2.53, 1.78, -0.03], [-0.68, 0.83, 0.52], [0.60, 0.67, -0.67], [0.40, -0.58, 0.17], [1.63, -1.16, -0.24], [0.90, 0.98, 0.23], [1.15, 0.10, -1.22], [-0.50, -1.58, -1.23], [0.13, -0.03, 0.03], [-2.44, 1.49, -1.37], [0.61, 1.25, 0.34], [0.08, 0.51, 1.74], [-1.10, -0.77, -0.14], [-1.35, 0.56, -0.25], [-0.92, 1.32, -2.29], [0.09, 1.04, -1.15], [0.18, 0.43, 0.13], [-0.30, -0.34, -1.38], [0.60, -0.44, -0.89], [-1.61, 0.78, -0.14], [-0.34, -0.98, -1.25], [1.73, -0.92, -0.80], [0.07, -0.47, -0.40], [0.55, -0.46, 0.17], [0.76, 2.12, 1.48], [-0.73, -0.84, 0.32], [0.12, 0.34, -0.79], [1.11, 0.44, -0.59], [-0.19, -0.47, -0.86], [-1.55, 0.40, -0.36], [0.39, -0.75, 0.08], [-0.09, 0.84, 0.22], [-2.38, 0.06, 0.94], [-0.12, -0.51, -0.30], [1.05, -0.06, 0.28], [1.24, -0.51, 1.60], [0.97, 0.44, 0.07], [0.73, -0.25, 0.19], [3.12, 2.24, 0.49], [-0.40, -0.36, -0.08], [-0.61, -0.40, -0.15], [0.84, -0.98, 0.66], [-0.94, 0.00, 1.42], [-2.70, -1.51, 0.04], [-2.32, 0.22, -0.14], [0.26, 1.81, 2.24], [0.47, -0.96, 1.23], [0.62, 0.51, -0.20], [0.38, 0.91, 1.82], [-0.32, -0.32, -0.24], [-0.20, -0.82, -0.27], [-1.67, -0.51, 0.29], [0.09, -0.27, 0.84], [0.04, -0.26, -0.25], [0.25, -0.56, 0.71], [-0.49, -0.51, -0.13], [0.13, -0.93, 1.23], [-0.17, -0.48, -1.10], [0.57, 0.42, -0.40], [-0.48, -0.20, 0.56], [0.49, 0.39, 0.20], [0.08, -2.20, 0.37], [0.22, 0.24, -0.11], [0.73, 0.40, -0.51], [-0.45, -0.33, -0.68], [-0.32, -1.90, -0.26], [0.46, -0.01, -1.31], [-1.24, 2.20, 0.38], [-0.69, -0.12, 0.34], [0.61, -0.61, -1.78], [1.36, 0.71, 0.33], [1.34, -0.11, 0.77], [0.65, 0.14, 0.08], [0.33, -0.54, -0.44], [1.05, -1.09, -0.12], [0.99, -0.53, -0.05], [0.35, 0.59, 1.03], [-0.45, 1.18, 0.73], [-2.55, 1.09, 1.71], [1.90, -0.85, 0.53], [-0.04, -0.17, 0.25], [-0.07, 0.16, -0.21], [0.76, 0.18, 0.42], [0.32, -0.30, -0.70], [0.23, -0.34, 0.70], [-0.31, 0.29, 0.30], [0.88, 0.08, 2.02], [-1.35, -1.00, -0.96], [0.22, -0.12, 0.41], [0.45, -0.36, 0.33], [0.37, 0.08, 0.42], [0.61, 0.91, 1.14], [-1.22, 0.53, -1.39], [-0.04, 0.89, -0.23], [0.08, 0.94, 0.13], [-0.15, 1.07, -0.23], [0.66, 0.07, 0.90], [0.90, -0.45, -0.50], [0.63, -0.34, -0.26], [-0.90, -1.10, 2.31], [1.48, -1.60, -0.17], [0.28, -0.40, -0.73], [-0.68, -2.18, 0.24], [-1.32, -1.14, -0.70], [-0.34, -0.41, -0.03], [0.89, -0.47, -0.32], [-0.52, 0.44, 0.54], [-0.29, -0.54, 0.65], [0.91, -0.92, -1.28], [-1.42, -1.56, 0.74], [-0.04, 0.77, 1.16], [-0.13, 0.08, -0.89], [-1.22, -0.80, 0.30], [0.97, -1.90, -2.28], [-0.49, 2.35, 0.54], [1.17, 2.27, 0.09], [0.03, 0.46, 0.30], [-0.89, 1.16, -1.90], [-0.24, 0.35, -0.05], [-1.14, -0.03, 0.78], [2.85, 0.86, -0.66], [-0.37, -0.43, 0.30], [-0.39, 0.60, 0.15], [-0.17, -0.86, -0.33], [-1.63, 0.68, 0.42], [-0.79, 0.43, -0.69], [-1.48, 0.10, -0.91], [0.38, -0.08, -0.02], [2.45, -0.41, -0.49], [-0.80, -0.91, -1.15], [0.04, -1.27, -0.55], [-0.28, 1.38, 0.67], [-0.41, 0.94, -0.49], [-0.30, -0.93, -0.46], [0.38, 1.45, -1.66], [-0.38, -1.43, -0.58], [-0.08, 0.23, -0.05], [0.31, 1.12, -0.16], [-0.53, 0.60, 0.53], [0.16, -2.60, -0.22], [0.76, -0.37, 0.10]],
  "largest_force_ev_per_a": 3.9,
  "lumo_energy_ev": -1.82,
  "homo_lumo_gap_ev": 7.39,
  "de_lowest_kj_mol": 0.0,
  "energy_ha": -4883.07234,
  "spin_multiplicity": 1
}